Record 1
175
Properties=species:S:1:pos:R:3:mulliken_spin:R:1 method="wB97M-V/def2-TZVPD" energy_ha=-14316.6475 spin_multiplicity=2 mol_weight_g_mol=1475.18 lumo_energy_ev=-2.7 relative_energy_kcal_mol=0.0 charge=+1 gap_ev=5.45
Rb -0.219 0.000 0.395 0.02
C 0.245 -4.233 -1.948 0.01
Si 1.435 -4.366 -0.501 0.00
C 2.288 -6.044 -0.634 0.02
C 2.731 -3.011 -0.673 0.06
C 0.519 -4.325 1.132 0.26
C -0.856 -3.881 1.232 0.43
C -1.797 -4.634 1.970 0.12
C -3.084 -4.173 2.136 -0.01
C -3.429 -2.943 1.588 0.08
C -2.470 -2.286 0.839 -0.02
N -1.233 -2.729 0.634 0.08
Si 1.348 -4.930 2.715 -0.11
C 0.562 -3.984 4.154 0.03
C 1.149 -6.783 2.992 0.03
C 3.176 -4.504 2.662 0.04
H 0.804 -4.172 -2.884 0.00
H -0.360 -3.330 -1.851 -0.01
H -0.419 -5.100 -2.001 0.01
H 2.797 -6.119 -1.597 0.00
H 1.572 -6.867 -0.565 0.00
H 3.036 -6.188 0.149 0.00
H 3.306 -3.181 -1.587 0.00
H 3.426 -3.009 0.169 -0.01
H 2.274 -2.020 -0.739 -0.02
H -1.499 -5.594 2.370 0.01
H -3.807 -4.758 2.691 0.00
H -4.414 -2.516 1.724 0.00
H -2.725 -1.340 0.364 -0.01
H -0.389 -4.425 4.461 0.00
H 0.370 -2.947 3.858 0.00
H 1.221 -3.977 5.025 0.00
H 0.103 -7.085 3.082 0.00
H 1.658 -7.081 3.912 0.00
H 1.588 -7.352 2.169 0.00
H 3.330 -3.426 2.578 -0.01
H 3.682 -4.981 1.820 0.00
H 3.669 -4.839 3.578 0.00
C 2.409 -0.859 -5.328 0.00
As 1.136 -0.933 -3.825 0.00
C 1.657 0.832 -3.122 0.00
C -0.491 -0.239 -4.724 0.00
C -1.432 -1.262 -5.393 0.00
C -2.579 -0.471 -6.032 0.00
C -1.957 -2.285 -4.369 0.00
As -2.620 -1.658 -2.612 0.00
C -4.406 -1.005 -3.138 0.00
C -3.325 -3.414 -2.081 0.00
C -0.631 -1.996 -6.481 0.00
As -1.343 -3.377 -7.743 0.00
C -0.852 -4.941 -6.658 0.00
C -3.284 -3.528 -7.447 0.00
H 2.391 -1.767 -5.928 0.00
H 3.411 -0.755 -4.909 0.00
H 2.205 -0.004 -5.974 0.00
H 1.308 1.627 -3.788 0.00
H 2.743 0.884 -3.047 0.00
H 1.248 0.970 -2.122 0.00
H -0.169 0.499 -5.466 0.00
H -1.047 0.295 -3.945 0.00
H -3.035 0.200 -5.303 0.00
H -3.350 -1.136 -6.420 0.00
H -2.201 0.134 -6.859 0.00
H -1.145 -2.973 -4.116 0.00
H -2.756 -2.878 -4.814 0.00
H -4.908 -1.734 -3.775 0.00
H -4.364 -0.052 -3.662 0.00
H -4.999 -0.866 -2.232 0.00
H -3.765 -3.913 -2.945 0.00
H -4.100 -3.277 -1.328 0.00
H -2.546 -4.047 -1.659 0.00
H 0.202 -2.518 -6.001 0.00
H -0.190 -1.243 -7.140 0.00
H 0.234 -5.003 -6.576 0.00
H -1.206 -5.852 -7.140 0.00
H -1.277 -4.884 -5.654 0.00
H -3.811 -2.666 -7.852 0.00
H -3.560 -3.669 -6.403 0.00
H -3.608 -4.406 -8.007 0.00
C -4.278 2.793 -4.739 0.00
Sb -3.576 2.607 -2.709 0.00
C -3.424 4.758 -2.476 0.00
C -5.565 2.503 -1.878 0.00
H -4.923 3.669 -4.806 0.00
H -4.847 1.909 -5.027 0.00
H -3.442 2.909 -5.429 0.00
H -2.644 5.150 -3.132 0.00
H -3.194 5.032 -1.443 0.00
H -4.375 5.212 -2.752 0.00
H -5.675 3.258 -1.100 0.00
H -5.742 1.519 -1.445 0.00
H -6.292 2.686 -2.667 0.00
C -2.260 -1.303 4.718 0.00
N -1.096 -0.466 4.965 0.00
C -0.554 -0.480 6.317 0.00
C -0.648 0.377 4.012 0.01
C 0.479 1.302 4.396 0.00
O -1.142 0.407 2.880 0.00
H -3.057 -1.053 5.422 0.00
H -2.004 -2.358 4.833 0.00
H -2.606 -1.132 3.704 0.00
H -0.922 -1.366 6.828 0.00
H -0.871 0.398 6.888 0.00
H 0.534 -0.520 6.307 0.00
H 1.414 0.748 4.483 0.00
H 0.284 1.801 5.347 0.00
H 0.586 2.041 3.605 0.00
C -2.894 2.971 4.723 0.00
C -2.031 3.993 3.983 0.00
As -1.696 3.552 2.079 0.00
C -1.385 5.430 1.453 0.00
C -2.373 6.512 1.886 0.00
C -3.581 3.416 1.497 0.00
C -4.017 1.955 1.361 0.00
H -3.003 3.255 5.771 0.00
H -2.465 1.970 4.685 0.00
H -3.897 2.921 4.295 0.00
H -1.061 4.096 4.473 0.00
H -2.524 4.963 4.026 0.00
H -1.381 5.372 0.356 0.00
H -0.372 5.710 1.764 0.00
H -3.405 6.198 1.721 0.00
H -2.215 7.432 1.319 0.00
H -2.255 6.762 2.939 0.00
H -3.684 3.926 0.535 0.00
H -4.215 3.939 2.216 0.00
H -3.478 1.472 0.540 0.00
H -5.087 1.880 1.158 0.00
H -3.802 1.395 2.273 0.00
C 4.677 0.086 -0.312 0.00
Ge 3.097 0.736 0.778 -0.01
C 3.756 2.660 0.974 0.00
C 4.531 3.296 0.000 0.00
C 4.988 4.609 0.152 0.00
C 4.681 5.323 1.313 0.00
C 3.870 4.730 2.273 0.00
C 3.424 3.425 2.100 0.00
C 3.643 0.056 2.617 0.01
C 2.744 -0.823 3.179 -0.01
C 2.927 -1.403 4.455 0.00
C 4.031 -1.095 5.190 0.00
C 5.012 -0.219 4.666 0.00
C 6.178 0.083 5.411 0.00
C 7.150 0.892 4.901 0.00
C 6.999 1.434 3.609 0.00
C 5.878 1.170 2.873 0.00
C 4.833 0.348 3.370 0.00
H 5.607 0.614 -0.092 0.00
H 4.483 0.156 -1.387 0.00
H 4.831 -0.971 -0.082 0.00
H 4.841 2.735 -0.878 0.00
H 5.724 5.008 -0.541 0.00
H 5.076 6.321 1.460 0.00
H 3.624 5.276 3.177 0.00
H 2.840 2.958 2.889 0.00
H 1.844 -1.086 2.624 0.01
H 2.184 -2.089 4.843 0.00
H 4.187 -1.528 6.172 0.00
H 6.289 -0.351 6.399 0.00
H 8.041 1.108 5.477 0.00
H 7.781 2.061 3.198 0.00
H 5.782 1.588 1.885 0.00
N 1.802 5.901 -1.117 0.00
C 1.050 4.815 -1.804 0.00
C 0.768 3.673 -0.819 0.00
N -0.423 2.921 -1.156 0.00
H 2.006 6.685 -1.734 0.00
H 2.685 5.563 -0.733 0.00
H 1.262 6.246 -0.322 0.00
H 1.638 4.463 -2.651 0.00
H 0.112 5.232 -2.171 0.00
H 1.627 3.004 -0.757 0.00
H 0.627 4.089 0.184 0.00
H -0.388 2.568 -2.107 0.00
H -1.236 3.520 -1.067 0.00

Record 2
186
Properties=species:S:1:pos:R:3:lowdin_charge:R:1 method="wB97M-V/def2-TZVPD" energy_ha=-3181.3458 mol_weight_g_mol=950.07 lumo_energy_ev=-7.3 relative_energy_kcal_mol=30.0 charge=+4 gap_ev=8.07
C -8.051 1.692 2.145 -0.06
C -7.697 0.395 1.407 -0.25
C -6.345 0.445 0.855 -0.20
N -5.910 -0.653 -0.123 -0.18
C -5.985 -1.929 0.748 -0.10
C -5.348 -3.108 -0.029 -0.13
C -3.880 -2.769 -0.424 -0.17
C -3.737 -1.529 -1.370 -0.15
C -4.414 -0.358 -0.631 -0.07
C -6.841 -0.669 -1.373 0.04
H -8.147 2.506 1.427 0.09
H -7.342 1.813 2.964 0.07
H -9.071 1.595 2.519 0.09
H -8.447 0.155 0.653 0.12
H -7.753 -0.485 2.048 0.12
H -5.613 0.592 1.649 0.09
H -6.238 1.347 0.252 0.12
H -5.522 -1.810 1.727 0.10
H -7.001 -2.152 1.075 0.13
H -5.453 -3.932 0.677 0.12
H -5.978 -3.423 -0.862 0.11
H -3.308 -2.593 0.487 0.10
H -3.459 -3.643 -0.921 0.08
H -2.684 -1.247 -1.394 0.10
H -4.282 -1.786 -2.278 0.10
H -3.840 -0.221 0.286 0.08
H -4.589 0.533 -1.233 0.12
H -6.519 -1.286 -2.213 0.09
H -6.959 0.310 -1.838 0.11
H -7.806 -1.066 -1.057 0.11
C 2.330 3.120 -0.192 -0.08
C 2.069 2.375 -1.515 -0.22
C 0.640 2.680 -1.982 -0.09
N 0.327 1.988 -3.374 -0.21
C -1.161 2.304 -3.650 -0.09
C -1.408 3.795 -3.992 -0.12
C -0.467 4.301 -5.130 -0.19
C 0.950 4.001 -4.881 -0.18
C 1.245 2.500 -4.547 -0.05
C 0.574 0.450 -3.407 0.03
H 3.367 3.024 0.129 0.08
H 1.598 2.915 0.590 0.06
H 2.127 4.188 -0.281 0.08
H 2.214 1.318 -1.296 0.08
H 2.719 2.776 -2.293 0.11
H 0.721 3.764 -2.050 0.12
H -0.041 2.236 -1.255 0.09
H -1.620 1.853 -2.770 0.11
H -1.499 1.618 -4.427 0.13
H -1.268 4.442 -3.126 0.09
H -2.441 4.065 -4.214 0.12
H -0.502 5.378 -5.294 0.13
H -0.652 3.878 -6.118 0.13
H 1.166 4.641 -4.025 0.11
H 1.576 4.424 -5.667 0.14
H 2.287 2.348 -4.264 0.12
H 0.932 1.830 -5.347 0.13
H 1.632 0.257 -3.229 0.09
H 0.342 -0.002 -4.371 0.11
H -0.059 0.101 -2.591 0.09
C -1.085 4.446 5.754 -0.06
C -2.378 4.473 4.852 -0.20
C -2.115 3.929 3.432 -0.10
N -3.418 3.746 2.564 -0.18
C -3.880 5.150 1.992 -0.08
C -2.890 5.733 0.983 -0.14
C -2.537 4.733 -0.174 -0.17
C -2.028 3.423 0.428 -0.18
C -3.139 2.852 1.313 -0.12
C -4.615 3.047 3.320 0.04
H -1.117 3.612 6.455 0.08
H -0.973 5.321 6.394 0.08
H -0.192 4.438 5.129 0.05
H -2.736 5.491 4.698 0.10
H -3.221 4.011 5.366 0.10
H -1.734 2.909 3.493 0.12
H -1.414 4.585 2.917 0.11
H -4.063 5.825 2.827 0.13
H -4.827 5.006 1.472 0.13
H -1.960 6.097 1.419 0.11
H -3.379 6.626 0.592 0.13
H -1.774 5.173 -0.817 0.10
H -3.301 4.609 -0.942 0.12
H -1.061 3.546 0.916 0.11
H -1.914 2.639 -0.320 0.09
H -2.962 1.818 1.610 0.06
H -4.016 2.753 0.674 0.12
H -4.948 3.824 4.009 0.10
H -4.195 2.150 3.775 0.06
H -5.421 2.896 2.602 0.07
C 3.365 4.903 3.743 -0.09
C 3.411 3.396 3.668 -0.24
C 2.106 2.681 4.054 -0.11
N 2.119 1.096 4.010 -0.16
C 0.672 0.560 4.224 -0.15
C 0.622 -0.848 4.478 -0.21
C 1.579 -1.431 5.510 -0.17
C 3.018 -0.963 5.353 -0.14
C 3.044 0.615 5.168 -0.06
C 2.678 0.661 2.584 0.04
H 4.296 5.297 3.337 0.09
H 3.148 5.287 4.740 0.09
H 2.572 5.318 3.121 0.07
H 4.176 3.096 4.384 0.12
H 3.712 3.168 2.645 0.09
H 1.295 2.899 3.359 0.12
H 1.820 3.046 5.040 0.12
H 0.168 1.127 5.006 0.14
H 0.078 0.709 3.322 0.11
H -0.409 -1.054 4.764 0.12
H 0.715 -1.252 3.470 0.12
H 1.223 -1.244 6.523 0.13
H 1.533 -2.490 5.256 0.12
H 3.593 -1.389 6.175 0.13
H 3.348 -1.432 4.426 0.10
H 2.699 1.135 6.061 0.14
H 4.072 0.839 4.881 0.12
H 2.740 -0.427 2.555 0.09
H 3.655 1.076 2.337 0.09
H 1.997 0.832 1.750 0.07
C 8.075 -3.612 -5.357 -0.11
C 7.661 -3.673 -3.925 -0.23
C 7.559 -2.236 -3.336 -0.11
N 6.697 -2.136 -2.029 -0.21
C 5.188 -2.150 -2.565 -0.06
C 4.202 -1.773 -1.499 -0.19
C 4.492 -0.496 -0.777 -0.19
C 5.970 -0.303 -0.285 -0.12
C 6.967 -0.694 -1.460 -0.07
C 7.162 -3.204 -1.006 0.06
H 7.805 -4.458 -5.990 0.09
H 9.086 -3.355 -5.671 0.09
H 7.451 -2.895 -5.891 0.08
H 8.286 -4.353 -3.346 0.12
H 6.648 -4.073 -3.958 0.10
H 7.099 -1.538 -4.035 0.12
H 8.576 -1.899 -3.134 0.14
H 5.200 -1.430 -3.383 0.13
H 5.035 -3.154 -2.959 0.12
H 3.198 -1.686 -1.914 0.11
H 4.114 -2.638 -0.842 0.12
H 4.369 0.402 -1.384 0.10
H 3.793 -0.346 0.045 0.09
H 6.121 0.719 0.063 0.12
H 6.200 -0.962 0.552 0.10
H 6.962 0.022 -2.281 0.13
H 7.989 -0.674 -1.080 0.13
H 6.891 -4.175 -1.420 0.10
H 6.483 -2.992 -0.180 0.09
H 8.228 -3.173 -0.781 0.12
C -2.925 -3.932 -4.427 -0.07
C -1.683 -3.980 -3.496 -0.23
C -1.373 -5.376 -2.846 -0.07
N -0.266 -5.225 -1.733 -0.21
C -0.875 -4.519 -0.459 -0.06
C 0.204 -4.572 0.678 -0.15
C 0.550 -6.023 1.063 -0.16
C 1.096 -6.721 -0.184 -0.18
C 0.226 -6.689 -1.429 -0.09
C 0.937 -4.395 -2.223 0.01
H -2.632 -4.655 -5.188 0.09
H -3.075 -2.873 -4.636 0.07
H -3.873 -4.259 -3.998 0.08
H -1.763 -3.186 -2.753 0.07
H -0.797 -3.738 -4.084 0.10
H -1.135 -6.100 -3.625 0.14
H -2.185 -5.785 -2.245 0.12
H -1.790 -5.058 -0.212 0.13
H -1.194 -3.519 -0.753 0.08
H -0.324 -4.002 1.442 0.12
H 1.180 -4.104 0.550 0.11
H -0.343 -6.567 1.371 0.12
H 1.254 -6.058 1.895 0.12
H 1.334 -7.765 0.020 0.13
H 2.045 -6.314 -0.534 0.10
H -0.671 -7.308 -1.393 0.14
H 0.802 -7.029 -2.289 0.13
H 0.596 -3.365 -2.323 0.09
H 1.297 -4.809 -3.165 0.11
H 1.788 -4.502 -1.550 0.08
Cl -3.249 -0.521 3.188 -0.36
O -1.075 -1.452 0.551 0.01
C -0.012 -0.656 0.221 -0.85
O -0.177 0.517 0.531 -0.03
O 0.928 -1.088 -0.482 -0.05
H -1.563 -0.801 1.059 0.01